Entry from the OMol25 dataset: C5H8O in the gas phase (ωB97M-V/def2-TZVPD).

Last columns: bonded neighbours and bond lengths (Å).
Geometry (Å):
1 C 0.8888 1.2192 -0.4982  C2 1.389, H7 1.088, H8 1.090
2 C 0.9598 0.1933 0.4362  C1 1.389, C3 1.582, C4 1.608, H10 1.086
3 C -0.2306 -0.0660 1.4458  C2 1.582, C4 1.448, H11 1.090, H12 1.092
4 C -0.1965 -0.9113 0.2701  C2 1.608, C3 1.448, C5 1.561, H13 1.090
5 C -1.0968 -0.6350 -0.9755  C4 1.561, O6 1.288, H9 1.172, H14 1.131
6 O -1.6215 -1.7524 -1.3426  C5 1.288
7 H -0.0181 1.7993 -0.6553  C1 1.088
8 H 1.7908 1.5968 -0.9811  C1 1.090
9 H -0.3604 -0.1124 -1.7225  C5 1.172
10 H 1.9313 -0.2166 0.6942  C2 1.086
11 H -0.9412 0.7601 1.4627  C3 1.090
12 H 0.0500 -0.4446 2.4308  C3 1.092
13 H 0.1858 -1.9292 0.3526  C4 1.090
14 H -1.8055 0.1972 -0.6857  C5 1.131

Properties
* max |F|: 0.8 eV/Å
* molar mass: 84.118 g/mol
* gap between HOMO and LUMO (alpha / beta): 6.1477 / 6.1658 eV

Entry from the OMol25 dataset: a 15-piece molecular cluster, C27H84N2O15 overall (ωB97M-V/def2-TZVPD).

Last columns: bonded neighbours and bond lengths (Å).
Geometry (Å):
1 C -2.1878 1.0471 -4.0813  O2 1.417, H3 1.090, H4 1.090, H5 1.090
2 O -2.9508 0.7795 -2.9177  C1 1.417, H6 0.960
3 H -2.8707 1.5529 -4.7639  C1 1.090
4 H -1.3942 1.7698 -3.8915  C1 1.090
5 H -1.7248 0.2321 -4.6377  C1 1.090
6 H -2.3081 0.3859 -2.3230  O2 0.960
7 C 0.9997 -0.6294 -4.9855  O8 1.435, H9 1.090, H10 1.090, H11 1.090
8 O 0.8272 -0.0666 -6.2939  C7 1.435, H12 0.960
9 H 1.6396 -1.5058 -5.0891  C7 1.090
10 H 1.3256 0.1250 -4.2695  C7 1.090
11 H 0.0394 -0.9688 -4.5972  C7 1.090
12 H 1.6662 0.3182 -6.5576  O8 0.960
13 C -2.1046 4.5349 0.2133  O14 1.382, H15 1.090, H16 1.090, H17 1.090
14 O -3.3424 4.8639 -0.3064  C13 1.382, H18 0.960
15 H -1.3835 5.3516 0.2460  C13 1.090
16 H -2.1433 4.2244 1.2574  C13 1.090
17 H -1.5966 3.7083 -0.2835  C13 1.090
18 H -3.5153 4.2599 -1.0323  O14 0.960
19 C 3.6228 -2.9385 -1.8594  O20 1.383, H21 1.090, H22 1.090, H23 1.090
20 O 3.2996 -2.6074 -3.1628  C19 1.383, H24 0.960
21 H 4.4350 -2.3142 -1.4871  C19 1.090
22 H 2.8132 -2.8583 -1.1340  C19 1.090
23 H 3.9231 -3.9848 -1.8020  C19 1.090
24 H 2.5900 -3.1558 -3.5052  O20 0.960
25 C 1.7983 4.1740 1.6410  O26 1.398, H27 1.090, H28 1.090, H29 1.090
26 O 2.4099 3.9623 2.8804  C25 1.398, H30 0.960
27 H 2.4542 4.8719 1.1205  C25 1.090
28 H 1.8567 3.2722 1.0315  C25 1.090
29 H 0.8087 4.6305 1.6221  C25 1.090
30 H 1.9303 3.2847 3.3625  O26 0.960
31 C 3.7994 -1.1943 1.3249  O32 1.432, H33 1.090, H34 1.090, H35 1.090
32 O 3.6218 -2.6066 1.4807  C31 1.432, H36 0.960
33 H 3.6659 -0.9138 0.2801  C31 1.090
34 H 3.0866 -0.6786 1.9684  C31 1.090
35 H 4.7836 -0.9436 1.7207  C31 1.090
36 H 2.7445 -2.9626 1.3218  O32 0.960
37 C 1.2862 -0.0520 4.1497  O38 1.434, H39 1.090, H40 1.090, H41 1.090
38 O 1.8625 1.0032 3.3677  C37 1.434, H42 0.960
39 H 0.3682 0.2024 4.6795  C37 1.090
40 H 1.0867 -0.8352 3.4183  C37 1.090
41 H 1.9527 -0.4876 4.8942  C37 1.090
42 H 2.6243 1.3346 3.8487  O38 0.960
43 C 4.5699 2.0034 0.0946  O44 1.452, H45 1.090, H46 1.090, H47 1.090
44 O 4.5037 2.3767 -1.3073  C43 1.452, H48 0.960
45 H 5.5357 1.5086 0.1972  C43 1.090
46 H 4.4989 2.8975 0.7141  C43 1.090
47 H 3.8124 1.2444 0.2903  C43 1.090
48 H 5.3241 2.8528 -1.4553  O44 0.960
49 C -4.8513 0.8113 1.6047  O50 1.219, N51 1.288, N52 1.308
50 O -3.9159 0.1738 2.0559  C49 1.219
51 N -5.8674 1.2439 2.2673  C49 1.288, H53 1.010, H54 1.010
52 N -4.9247 1.3483 0.4139  C49 1.308, H55 1.010, H56 1.010
53 H -6.0172 0.8727 3.1947  N51 1.010
54 H -6.6441 1.6096 1.7352  N51 1.010
55 H -4.1691 1.1702 -0.2323  N52 1.010
56 H -5.7672 1.8537 0.1796  N52 1.010
57 C 1.4942 3.2463 -3.6474  C58 1.545, H61 1.090, H62 1.090, H63 1.090
58 C 2.8910 3.7964 -4.0140  C57 1.545, C59 1.527, O60 1.455, H64 1.090
59 C 2.8993 4.6510 -5.2789  C58 1.527, H65 1.090, H66 1.090, H67 1.090
60 O 3.4949 4.5937 -2.9567  C58 1.455, H68 0.960
61 H 0.9904 2.6288 -4.3911  C57 1.090
62 H 0.7137 3.9842 -3.4616  C57 1.090
63 H 1.5565 2.6090 -2.7653  C57 1.090
64 H 3.5120 2.9167 -4.1829  C58 1.090
65 H 2.3742 4.2250 -6.1338  C59 1.090
66 H 3.8816 4.9184 -5.6682  C59 1.090
67 H 2.2973 5.5409 -5.0947  C59 1.090
68 H 3.7808 3.9965 -2.2616  O60 0.960
69 C -0.2222 3.3751 4.9869  C70 1.492, H73 1.090, H74 1.090, H75 1.090
70 C -1.1305 3.4669 3.8068  C69 1.492, C71 1.546, O72 1.412, H76 1.090
71 C -2.4610 2.7380 4.1061  C70 1.546, H77 1.090, H78 1.090, H79 1.090
72 O -1.3751 4.8422 3.6014  C70 1.412, H80 0.960
73 H 0.7574 3.8400 4.8760  C69 1.090
74 H -0.1323 2.3515 5.3508  C69 1.090
75 H -0.6602 3.9653 5.7919  C69 1.090
76 H -0.6448 3.0562 2.9216  C70 1.090
77 H -2.4314 1.6485 4.1209  C71 1.090
78 H -3.2103 3.0448 3.3763  C71 1.090
79 H -2.8829 3.0924 5.0465  C71 1.090
80 H -1.8887 5.2252 4.3163  O72 0.960
81 C -0.4741 0.6370 0.9194  C82 1.565, H85 1.090, H86 1.090, H87 1.090
82 C -0.3124 0.4004 -0.6187  C81 1.565, C83 1.484, O84 1.372, H88 1.090
83 C 1.0650 -0.1189 -0.8055  C82 1.484, H89 1.090, H90 1.090, H91 1.090
84 O -1.2929 -0.4998 -0.9516  C82 1.372, H92 0.960
85 H -1.3985 1.0887 1.2794  C81 1.090
86 H 0.3106 1.3231 1.2382  C81 1.090
87 H -0.2825 -0.2516 1.5208  C81 1.090
88 H -0.4977 1.2791 -1.2364  C82 1.090
89 H 1.8290 0.6225 -0.5716  C83 1.090
90 H 1.2097 -0.3701 -1.8562  C83 1.090
91 H 1.3390 -0.9464 -0.1510  C83 1.090
92 H -1.0935 -1.3039 -0.4666  O84 0.960
93 C -2.6838 -3.5177 3.5090  C94 1.550, H97 1.090, H98 1.090, H99 1.090
94 C -2.8749 -3.4793 1.9709  C93 1.550, C95 1.507, O96 1.420, H100 1.090
95 C -4.3255 -3.5287 1.5667  C94 1.507, H101 1.090, H102 1.090, H103 1.090
96 O -2.3081 -2.2670 1.4968  C94 1.420, H104 0.960
97 H -3.1684 -4.3422 4.0319  C93 1.090
98 H -3.2223 -2.6641 3.9205  C93 1.090
99 H -1.6231 -3.5130 3.7601  C93 1.090
100 H -2.2862 -4.2775 1.5189  C94 1.090
101 H -4.4566 -3.6849 0.4959  C95 1.090
102 H -4.9032 -2.6100 1.6685  C95 1.090
103 H -4.7540 -4.3137 2.1899  C95 1.090
104 H -2.7009 -1.5312 1.9722  O96 0.960
105 C -0.2320 -3.8732 -2.3406  C106 1.568, H109 1.090, H110 1.090, H111 1.090
106 C -1.7346 -4.1709 -2.6738  C105 1.568, C107 1.509, O108 1.361, H112 1.090
107 C -2.4852 -2.9829 -3.2229  C106 1.509, H113 1.090, H114 1.090, H115 1.090
108 O -1.7024 -5.0860 -3.6799  C106 1.361, H116 0.960
109 H 0.4254 -4.7349 -2.4563  C105 1.090
110 H -0.0442 -3.6774 -1.2849  C105 1.090
111 H 0.1741 -3.0576 -2.9388  C105 1.090
112 H -2.1985 -4.6242 -1.7977  C106 1.090
113 H -2.1529 -2.5630 -4.1723  C107 1.090
114 H -2.5181 -2.1829 -2.4832  C107 1.090
115 H -3.5517 -3.2042 -3.2662  C107 1.090
116 H -1.5844 -4.7019 -4.5518  O108 0.960
117 C 1.8387 -5.2052 0.4986  C118 1.556, H121 1.090, H122 1.090, H123 1.090
118 C 0.8748 -4.4540 1.4615  C117 1.556, C119 1.521, O120 1.411, H124 1.090
119 C 1.2044 -4.6512 2.9331  C118 1.521, H125 1.090, H126 1.090, H127 1.090
120 O 0.9202 -3.0622 1.2349  C118 1.411, H128 0.960
121 H 2.0316 -6.2410 0.7780  C117 1.090
122 H 2.7807 -4.6662 0.3972  C117 1.090
123 H 1.4634 -5.3027 -0.5201  C117 1.090
124 H -0.1275 -4.8415 1.2792  C118 1.090
125 H 2.2644 -4.4453 3.0818  C119 1.090
126 H 1.0689 -5.7000 3.1971  C119 1.090
127 H 0.5660 -3.9851 3.5134  C119 1.090
128 H 0.1332 -2.6225 1.5650  O120 0.960

Properties
* max |F|: 5.6 eV/Å
* molar mass: 676.968 g/mol
* gap between HOMO and LUMO: 10.2679 eV

Entry from the OMol25 dataset: a 12-piece molecular cluster, H24O12 overall (ωB97M-V/def2-TZVPD).

Last columns: bonded neighbours and bond lengths (Å).
Geometry (Å):
1 O -4.6869 11.2107 11.0221  H2 0.957, H3 0.957
2 H -5.1523 12.0410 10.9211  O1 0.957
3 H -4.4866 10.9375 10.1268  O1 0.957
4 O -0.0127 14.6989 8.7320  H5 0.957, H6 0.957
5 H -0.2584 13.8387 9.0725  O4 0.957
6 H 0.3091 14.5240 7.8476  O4 0.957
7 O -3.7385 10.5881 8.6503  H8 0.957, H9 0.957
8 H -3.7244 9.7375 8.2115  O7 0.957
9 H -3.4123 11.2026 7.9929  O7 0.957
10 O -1.4933 16.1214 11.9887  H11 0.957, H12 0.957
11 H -2.3886 16.2678 11.6832  O10 0.957
12 H -1.3576 16.7877 12.6623  O10 0.957
13 O -2.6880 13.0686 10.5959  H14 0.957, H15 0.957
14 H -3.0598 13.8472 11.0102  O13 0.957
15 H -3.2055 12.9502 9.7994  O13 0.957
16 O -5.4903 15.0165 13.2288  H17 0.957, H18 0.957
17 H -5.5658 14.3850 12.5134  O16 0.957
18 H -5.3770 14.4788 14.0125  O16 0.957
19 O -0.9120 11.7430 8.6073  H20 0.957, H21 0.957
20 H -0.9322 11.6750 9.5618  O19 0.957
21 H -0.4262 10.9694 8.3217  O19 0.957
22 O -4.0356 16.5532 11.4418  H23 0.957, H24 0.957
23 H -4.6518 16.0923 12.0110  O22 0.957
24 H -4.5777 16.9039 10.7352  O22 0.957
25 O -0.3260 13.2876 11.6311  H26 0.957, H27 0.957
26 H -1.1738 13.2634 11.1873  O25 0.957
27 H -0.3714 14.0609 12.1933  O25 0.957
28 O -2.8205 12.3856 6.9950  H29 0.957, H30 0.957
29 H -2.0728 12.2161 7.5681  O28 0.957
30 H -2.4446 12.8302 6.2352  O28 0.957
31 O -1.5576 10.4763 10.8762  H32 0.957, H33 0.957
32 H -1.7388 9.8094 10.2139  O31 0.957
33 H -2.3962 10.9187 11.0070  O31 0.957
34 O -5.1951 15.2279 8.7927  H35 0.957, H36 0.957
35 H -5.5286 16.0975 9.0134  O34 0.957
36 H -4.3028 15.3843 8.4836  O34 0.957

Properties
* max |F|: 1.3 eV/Å
* multiplicity: 2
* molar mass: 216.180 g/mol
* gap between HOMO and LUMO (alpha / beta): 2.2475 / 9.6456 eV
* total charge: -1